{
  "formula": "C5H11NS",
  "method": "wB97M-V/def2-TZVPD",
  "symbols": ["C", "C", "C", "C", "C", "H", "H", "H", "H", "H", "H", "H", "H", "H", "H", "H", "N", "S"],
  "coordinates": [[-2.98951, -0.17065, 0.01741], [-0.02028, 0.06984, 0.57863], [0.22355, 1.39306, -0.07504], [1.52026, 0.67696, -0.58888], [1.36950, -0.43920, 0.30920], [-3.74924, -1.00764, -0.23880], [-2.87081, 0.10072, 1.18171], [-3.28611, 0.78880, -0.74950], [-0.36213, 0.21698, 1.59150], [-0.53905, 1.85184, -0.70676], [0.70902, 2.01677, 0.70181], [2.45478, 1.19504, -0.33991], [1.46624, 0.42487, -1.77278], [1.84020, -0.26255, 1.24854], [2.71350, -2.01725, -0.06697], [1.22196, -2.06855, -0.84238], [1.64112, -1.83958, 0.01434], [-1.34303, -0.92946, -0.26209]],
  "atomic_forces_ev_per_a": [[-0.2, 1.7, 0.1], [-4.5, -0.9, 0.6], [2.6, 0.0, 0.5], [1.5, 2.2, -5.5], [-0.7, -2.5, 1.7], [1.3, 1.4, 0.9], [-1.3, -0.3, -2.7], [1.0, -2.5, 2.5], [0.1, -0.6, 0.7], [0.4, 0.0, 0.1], [-1.2, 0.6, -0.4], [-0.1, 0.4, -0.9], [0.3, 0.4, 2.8], [1.0, 0.3, 0.7], [-2.7, 0.5, 0.1], [-0.5, -0.6, -1.5], [2.6, 0.4, 0.9], [0.4, -0.5, -0.7]],
  "lowdin_charge": [-0.46, -0.58, -0.16, -0.18, -0.49, 0.04, 0.06, 0.09, 0.09, 0.11, 0.12, 0.10, 0.17, 0.14, 0.12, 0.02, 0.05, 0.77],
  "relative_energy_kcal_mol": 59.2,
  "total_energy_ev": -17685.8938,
  "lumo_energy_ev": 0.96,
  "gap_ev": 9.23,
  "homo_ev": -8.27
}

{
  "formula": "C4H10NS2",
  "method": "wB97M-V/def2-TZVPD",
  "symbols": ["C", "C", "C", "C", "N", "S", "S", "H", "H", "H", "H", "H", "H", "H", "H", "H", "H"],
  "coordinates": [[1.41234, 1.90148, -0.14144], [1.62476, -1.05122, -0.91537], [0.53857, 0.88751, 0.30172], [0.35561, -0.49138, -0.21314], [-0.13200, -1.41834, 0.70644], [1.44039, 3.49634, 0.43993], [-3.16607, 0.49792, 0.29908], [1.95587, 1.67355, -1.04908], [2.43690, -0.97862, -0.30762], [1.45286, -2.12879, -0.94053], [1.75450, -0.65885, -1.99465], [-0.16702, 1.13084, 1.10871], [-0.38865, -0.18534, -1.00355], [-4.17417, 1.34785, 0.65691], [-0.50849, -2.37323, 0.36574], [-0.78865, -1.27515, 1.43692], [-3.64675, -0.37457, 1.24992]],
  "atomic_forces_ev_per_a": [[-0.2, 1.9, -0.6], [-2.9, -0.5, -3.1], [-1.4, -0.7, 1.2], [1.6, 1.4, -0.2], [-1.2, -3.9, -0.1], [-0.2, -2.7, -0.5], [-1.0, -0.2, 1.0], [0.5, 0.0, 0.1], [2.5, 0.8, 1.5], [0.0, 0.1, -0.6], [0.0, -0.6, 1.9], [0.3, 0.2, -0.1], [-0.1, 0.2, -0.2], [0.6, -0.2, -0.4], [1.5, 2.2, -0.2], [-0.3, 1.6, 0.7], [0.5, 0.4, -0.7]],
  "lowdin_charge": [-0.52, -0.01, 0.01, -0.47, 0.07, 0.93, 0.47, 0.07, 0.05, 0.09, 0.13, 0.11, 0.19, -0.18, 0.16, 0.07, -0.18],
  "relative_energy_kcal_mol": 81.9,
  "total_energy_ev": -27459.9750,
  "total_charge": 1,
  "lumo_energy_ev": [-7.98, -7.89],
  "gap_ev": [5.28, 5.38],
  "homo_ev": [-13.27, -13.27]
}

{
  "formula": "C4H9NO2",
  "method": "wB97M-V/def2-TZVPD",
  "symbols": ["C", "C", "C", "O", "N", "C", "O", "H", "H", "H", "H", "H", "H", "H", "H", "H"],
  "coordinates": [[0.39297, 1.12082, 1.32192], [0.68555, -0.07041, 0.37766], [2.13641, -0.02831, -0.07752], [3.07206, -0.09121, 0.67122], [-0.17540, -0.19874, -0.76142], [-1.48460, -0.75894, -0.57886], [-2.24102, -0.40918, -1.71642], [1.30708, 1.49889, 1.77213], [-0.28586, 0.83075, 2.12217], [-0.06978, 1.92633, 0.75255], [0.61045, -0.99554, 0.95531], [2.29113, 0.06371, -1.17274], [-0.16812, 0.52802, -1.46356], [-1.99668, -0.36692, 0.31851], [-1.40335, -1.84972, -0.45525], [-2.67084, -1.19956, -2.06572]],
  "atomic_forces_ev_per_a": [[-0.1, -0.1, -0.1], [0.1, 0.3, 0.2], [0.0, 0.0, -0.2], [0.0, 0.0, 0.1], [0.2, -0.5, -0.5], [-0.1, 0.1, 0.3], [-0.2, -0.4, -0.1], [0.1, -0.1, 0.1], [-0.1, 0.1, 0.0], [0.0, 0.0, 0.0], [0.0, -0.1, 0.0], [0.0, 0.0, 0.0], [0.0, 0.2, 0.3], [0.1, 0.0, -0.1], [-0.1, 0.1, -0.1], [0.1, 0.3, 0.1]],
  "lowdin_charge": [-0.03, -0.36, -0.23, 0.06, -0.04, -0.31, -0.04, 0.07, 0.07, 0.08, 0.15, 0.13, 0.12, 0.12, 0.13, 0.09],
  "relative_energy_kcal_mol": 47.7,
  "total_energy_ev": -9877.9934,
  "smiles": "C[C@H](C=O)NCO",
  "lumo_energy_ev": 0.78,
  "gap_ev": 9.67,
  "homo_ev": -8.88
}

{
  "formula": "C7H13NO2",
  "method": "wB97M-V/def2-TZVPD",
  "symbols": ["C", "C", "C", "C", "C", "N", "C", "C", "O", "O", "H", "H", "H", "H", "H", "H", "H", "H", "H", "H", "H", "H", "H"],
  "coordinates": [[-2.53592, -0.87973, 1.00847], [-1.96449, -0.21436, 0.02069], [-2.56091, -0.00504, -1.32726], [-0.49303, 0.45451, 0.23275], [1.06205, 0.03366, -0.10549], [1.87786, 1.09538, -0.52609], [2.36351, 1.98292, 0.52194], [1.39745, -1.25343, -0.06169], [2.66006, -1.70486, -0.32157], [0.52437, -2.26585, 0.22562], [-3.53909, -1.26199, 0.91692], [-2.04629, -1.04562, 1.95294], [-3.60838, -0.30357, -1.33908], [-2.01584, -0.59583, -2.06495], [-2.48414, 1.03865, -1.62583], [-0.47501, 0.66580, 1.30544], [-0.57313, 1.41415, -0.28219], [2.66848, 0.71762, -1.03817], [2.96776, 2.76434, 0.06140], [1.51365, 2.44695, 1.02168], [2.97291, 1.46389, 1.27320], [2.62689, -2.66862, -0.27898], [-0.33877, -1.87894, 0.43025]],
  "atomic_forces_ev_per_a": [[-0.2, 0.0, 0.1], [3.0, 0.2, -0.3], [-0.2, -0.1, 0.0], [0.3, 0.1, 0.3], [-3.1, -0.5, 0.0], [0.4, -0.2, -0.3], [0.0, 0.0, 0.1], [0.0, 0.1, 0.1], [-0.5, -0.1, 0.1], [0.5, 0.0, -0.1], [-0.2, -0.1, -0.1], [0.1, 0.1, 0.2], [0.0, 0.0, -0.1], [0.0, 0.0, -0.1], [0.0, 0.1, 0.0], [-0.1, 0.2, 0.0], [0.0, 0.1, 0.1], [-0.1, 0.1, 0.0], [0.0, 0.1, 0.1], [0.0, 0.1, 0.0], [-0.1, 0.0, 0.0], [0.1, 0.0, 0.0], [-0.1, 0.0, -0.1]],
  "lowdin_charge": [0.02, -0.35, -0.07, -0.04, -0.22, -0.08, -0.11, -0.39, 0.08, 0.07, 0.06, 0.07, 0.08, 0.09, 0.08, 0.10, 0.09, 0.11, 0.08, 0.07, 0.08, 0.11, 0.07],
  "relative_energy_kcal_mol": 69.2,
  "total_energy_ev": -13052.9288,
  "smiles": "C=C(C)CC(NC)=C(O)O",
  "lumo_energy_ev": 0.79,
  "gap_ev": 8.36,
  "homo_ev": -7.57
}

Please write out number 4 again, unchanged.
{
  "formula": "C7H13NO2",
  "method": "wB97M-V/def2-TZVPD",
  "symbols": ["C", "C", "C", "C", "C", "N", "C", "C", "O", "O", "H", "H", "H", "H", "H", "H", "H", "H", "H", "H", "H", "H", "H"],
  "coordinates": [[-2.53592, -0.87973, 1.00847], [-1.96449, -0.21436, 0.02069], [-2.56091, -0.00504, -1.32726], [-0.49303, 0.45451, 0.23275], [1.06205, 0.03366, -0.10549], [1.87786, 1.09538, -0.52609], [2.36351, 1.98292, 0.52194], [1.39745, -1.25343, -0.06169], [2.66006, -1.70486, -0.32157], [0.52437, -2.26585, 0.22562], [-3.53909, -1.26199, 0.91692], [-2.04629, -1.04562, 1.95294], [-3.60838, -0.30357, -1.33908], [-2.01584, -0.59583, -2.06495], [-2.48414, 1.03865, -1.62583], [-0.47501, 0.66580, 1.30544], [-0.57313, 1.41415, -0.28219], [2.66848, 0.71762, -1.03817], [2.96776, 2.76434, 0.06140], [1.51365, 2.44695, 1.02168], [2.97291, 1.46389, 1.27320], [2.62689, -2.66862, -0.27898], [-0.33877, -1.87894, 0.43025]],
  "atomic_forces_ev_per_a": [[-0.2, 0.0, 0.1], [3.0, 0.2, -0.3], [-0.2, -0.1, 0.0], [0.3, 0.1, 0.3], [-3.1, -0.5, 0.0], [0.4, -0.2, -0.3], [0.0, 0.0, 0.1], [0.0, 0.1, 0.1], [-0.5, -0.1, 0.1], [0.5, 0.0, -0.1], [-0.2, -0.1, -0.1], [0.1, 0.1, 0.2], [0.0, 0.0, -0.1], [0.0, 0.0, -0.1], [0.0, 0.1, 0.0], [-0.1, 0.2, 0.0], [0.0, 0.1, 0.1], [-0.1, 0.1, 0.0], [0.0, 0.1, 0.1], [0.0, 0.1, 0.0], [-0.1, 0.0, 0.0], [0.1, 0.0, 0.0], [-0.1, 0.0, -0.1]],
  "lowdin_charge": [0.02, -0.35, -0.07, -0.04, -0.22, -0.08, -0.11, -0.39, 0.08, 0.07, 0.06, 0.07, 0.08, 0.09, 0.08, 0.10, 0.09, 0.11, 0.08, 0.07, 0.08, 0.11, 0.07],
  "relative_energy_kcal_mol": 69.2,
  "total_energy_ev": -13052.9288,
  "smiles": "C=C(C)CC(NC)=C(O)O",
  "lumo_energy_ev": 0.79,
  "gap_ev": 8.36,
  "homo_ev": -7.57
}